Record 1
Entry from OMol25: C5H11N in the gas phase (ωB97M-V/def2-TZVPD).

```
17
Properties=species:S:1:pos:R:3:mulliken_charge:R:1
C 2.41 -0.64 0.20 -1.1168
C 1.22 -0.14 -0.63 -0.4275
C -0.07 -0.08 0.16 0.0471
C -0.61 1.22 0.59 -0.5538
N -1.19 0.52 -0.54 -0.3232
C -2.47 -0.13 -0.32 -0.8400
H 2.70 0.08 0.97 0.2913
H 2.16 -1.58 0.70 0.3063
H 3.28 -0.82 -0.43 0.3438
H 1.44 0.86 -1.03 0.2952
H 1.06 -0.79 -1.49 0.2305
H -0.29 -0.94 0.79 0.3296
H 0.02 2.07 0.35 0.2294
H -1.21 1.31 1.51 0.2940
H -2.52 -1.04 -0.94 0.2867
H -3.30 0.52 -0.62 0.2831
H -2.64 -0.44 0.73 0.3243
```

- structure (SMILES) = CC[C@H]1CN1C
- lowest unoccupied orbital energy (Eh) = 0.0444
- HOMO level (eV) = -9.02
- energy relative to the best compared isomer or geometry (same formula, charge and spin) (eV) = 1.231
- frontier orbital gap (Eh) = 0.3758
- M (g mol⁻¹) = 85.15


Record 2
Entry from OMol25: 2 unconnected molecules or ions with the total composition C5H11N (ωB97M-V/def2-TZVPD).

```
17
Properties=species:S:1:pos:R:3:mulliken_charge:R:1
C 2.01 0.06 -0.30 -0.5270
N 1.00 -0.09 0.51 0.0504
C 0.71 -0.09 1.94 -0.5924
C -0.20 -0.51 0.85 0.2564
C -1.12 1.57 -1.58 -0.8962
C -1.00 -1.67 0.40 -1.0890
H 1.92 -0.26 -1.32 0.3129
H -0.02 1.59 -1.56 0.1618
H 2.89 0.57 0.07 0.2283
H 0.58 0.89 2.41 0.2038
H 1.32 -0.80 2.51 0.2755
H -1.48 1.35 -0.57 0.2000
H -1.45 0.78 -2.27 0.2172
H -1.50 2.53 -1.92 0.3259
H -1.94 -1.73 0.96 0.2890
H -1.26 -1.56 -0.66 0.2344
H -0.47 -2.63 0.52 0.3491
```

- lowest unoccupied orbital energy (Eh) = 0.0352
- HOMO level (eV) = -6.96
- energy relative to the best compared isomer or geometry (same formula, charge and spin) (eV) = 3.868
- frontier orbital gap (Eh) = 0.2910
- M (g mol⁻¹) = 85.15


Record 3
Entry from OMol25: 2 unconnected molecules or ions with the total composition C5H11N (ωB97M-V/def2-TZVPD).

```
17
Properties=species:S:1:pos:R:3:mulliken_charge:R:1
C 1.60 2.45 0.78 -0.7655
C 0.79 3.49 0.76 0.1266
C 1.31 4.83 1.18 -0.9621
H 1.44 1.43 0.44 0.2651
H 2.62 2.56 1.15 0.1729
H -0.20 3.48 0.32 0.3145
H 2.39 4.83 1.20 0.3131
H 0.96 5.63 0.53 0.2919
H 0.86 4.98 2.15 0.2432
C -2.29 -4.45 -1.93 -0.8032
C -1.10 -4.38 -1.32 0.0886
N -0.93 -3.92 -0.04 -0.4044
H -2.99 -3.68 -1.62 0.1954
H -2.48 -5.25 -2.63 0.2438
H -0.19 -4.78 -1.77 0.3023
H -1.73 -3.43 0.34 0.1815
H -0.06 -3.79 0.46 0.1964
```

- structure (SMILES) = C=CC.C=CN
- lowest unoccupied orbital energy (Eh) = 0.0346
- HOMO level (eV) = -7.83
- energy relative to the best compared isomer or geometry (same formula, charge and spin) (eV) = 2.188
- frontier orbital gap (Eh) = 0.3222
- M (g mol⁻¹) = 85.15


Record 4
Entry from OMol25: C5H11N in the gas phase (ωB97M-V/def2-TZVPD).

```
17
Properties=species:S:1:pos:R:3:mulliken_charge:R:1
C -2.11 -0.04 -0.21 -0.8066
N -0.81 -0.46 0.18 -0.0781
C 0.03 -0.98 1.17 -0.5946
C 0.52 -0.04 0.07 1.0139
C 1.18 -0.52 -1.20 -1.4672
C 0.99 1.34 0.51 -1.4993
H -2.36 1.00 0.04 0.2819
H -2.17 -0.16 -1.30 0.2427
H -2.86 -0.71 0.23 0.3153
H 0.25 -2.05 1.11 0.2252
H 0.01 -0.59 2.19 0.2608
H 2.27 -0.58 -1.14 0.3835
H 0.93 0.20 -2.00 0.3151
H 0.77 -1.49 -1.49 0.3528
H 2.05 1.30 0.77 0.3657
H 0.88 2.07 -0.31 0.3223
H 0.44 1.72 1.38 0.3667
```

- structure (SMILES) = CN1CC1(C)C
- lowest unoccupied orbital energy (Eh) = 0.0355
- HOMO level (eV) = -7.97
- energy relative to the best compared isomer or geometry (same formula, charge and spin) (eV) = 1.856
- frontier orbital gap (Eh) = 0.3283
- M (g mol⁻¹) = 85.15


Record 5
Entry from OMol25: 4 unconnected molecules or ions with the total composition C5H11N (ωB97M-V/def2-TZVPD).

```
17
Properties=species:S:1:pos:R:3:mulliken_charge:R:1
C 1.66 -0.78 -1.43 -0.7537
C 1.37 0.56 -1.32 -0.2678
N 0.20 0.95 0.47 -0.5601
C 0.18 -0.03 1.33 -0.2474
C -1.00 0.06 0.48 0.4232
C -2.33 0.64 0.88 -1.3497
H 1.21 -1.37 -0.02 -0.1953
H 1.03 -1.43 -2.04 0.3019
H 2.67 -1.14 -1.25 0.3316
H 2.12 1.26 -0.98 0.2465
H 0.52 0.99 -1.84 0.2575
H 0.86 -1.28 0.76 0.1825
H 0.55 -0.11 2.35 0.3802
H -1.04 -0.69 -0.33 0.3017
H -2.94 -0.10 1.40 0.3012
H -2.88 0.98 0.00 0.3125
H -2.18 1.50 1.55 0.3353
```

- lowest unoccupied orbital energy (Eh) = 0.0434
- HOMO level (eV) = -9.23
- energy relative to the best compared isomer or geometry (same formula, charge and spin) (eV) = 5.270
- frontier orbital gap (Eh) = 0.3827
- M (g mol⁻¹) = 85.15


Record 6
Entry from OMol25: C5H11N in the gas phase (ωB97M-V/def2-TZVPD).

```
17
Properties=species:S:1:pos:R:3:mulliken_charge:R:1
C -2.33 0.64 0.88 -1.0705
C -1.43 -0.04 -0.17 -0.6207
C 0.03 0.39 -0.13 -0.0801
C 0.88 -0.22 0.90 -0.4116
N 1.24 -0.61 -0.44 -0.4462
C 2.47 0.17 -0.78 -0.9638
H -1.96 0.48 1.91 0.2945
H -2.41 1.72 0.73 0.3190
H -3.34 0.23 0.84 0.3323
H -1.46 -1.12 -0.02 0.3219
H -1.84 0.17 -1.16 0.2860
H 0.43 0.94 -0.95 0.4886
H 0.38 -1.06 1.39 0.2634
H 1.60 0.30 1.51 0.2806
H 2.72 0.14 -1.85 0.2759
H 3.29 -0.29 -0.22 0.3603
H 2.44 1.24 -0.47 0.3701
```

- structure (SMILES) = CC[C@H]1CN1C
- lowest unoccupied orbital energy (Eh) = 0.0436
- HOMO level (eV) = -8.81
- energy relative to the best compared isomer or geometry (same formula, charge and spin) (eV) = 2.583
- frontier orbital gap (Eh) = 0.3674
- M (g mol⁻¹) = 85.15


Record 7
Entry from OMol25: C5H11N in the gas phase (ωB97M-V/def2-TZVPD).

```
17
Properties=species:S:1:pos:R:3:mulliken_charge:R:1
C -1.36 0.10 1.39 -1.7560
C -0.12 0.10 0.55 1.0512
C 1.14 0.64 1.20 -1.6250
C -0.10 -0.30 -0.74 0.6764
C 1.10 -0.05 -1.63 -1.5253
N -1.19 -0.98 -1.31 -0.4684
H -1.71 -0.95 1.54 0.3630
H -1.18 0.41 2.41 0.3478
H -2.20 0.59 0.90 0.3640
H 1.34 1.70 0.99 0.3108
H 1.18 0.74 2.30 0.3983
H 1.95 -0.01 0.88 0.3423
H 1.66 0.74 -1.17 0.3224
H 0.80 0.14 -2.66 0.4785
H 1.73 -0.93 -1.67 0.3021
H -1.08 -1.05 -2.29 0.2023
H -1.97 -0.88 -0.69 0.2153
```

- structure (SMILES) = CC(C)=C(C)N
- lowest unoccupied orbital energy (Eh) = 0.0387
- HOMO level (eV) = -7.33
- energy relative to the best compared isomer or geometry (same formula, charge and spin) (eV) = 0.946
- frontier orbital gap (Eh) = 0.3081
- M (g mol⁻¹) = 85.15


Record 8
Entry from OMol25: 2 unconnected molecules or ions with the total composition C5H11N (ωB97M-V/def2-TZVPD).

```
17
Properties=species:S:1:pos:R:3:mulliken_charge:R:1
C -1.94 0.45 -1.08 -1.0989
C -1.27 0.18 0.22 -0.3008
N -0.47 -0.83 0.40 -0.0602
C 0.43 -1.68 -0.38 -0.4895
C 0.48 -1.46 1.06 -0.2740
C 1.69 1.19 0.59 -0.8231
H -1.96 1.52 -1.30 0.2939
H -1.40 -0.04 -1.90 0.2990
H -2.98 0.10 -1.10 0.3020
H 0.66 0.98 0.28 -0.0179
H -1.49 0.79 1.09 0.4809
H 0.03 -2.63 -0.75 0.2474
H 1.03 -1.13 -1.12 0.2426
H 1.10 -1.25 1.91 0.3250
H 2.40 0.44 0.21 0.2627
H 1.76 1.21 1.68 0.2514
H 1.93 2.16 0.18 0.3595
```

- lowest unoccupied orbital energy (Eh) = 0.0398
- HOMO level (eV) = -6.83
- energy relative to the best compared isomer or geometry (same formula, charge and spin) (eV) = 4.283
- frontier orbital gap (Eh) = 0.2906
- M (g mol⁻¹) = 85.15


Record 9
Entry from OMol25: 3 unconnected molecules or ions with the total composition C5H11N (ωB97M-V/def2-TZVPD).

```
17
Properties=species:S:1:pos:R:3:mulliken_charge:R:1
C -1.49 0.15 1.50 -0.3847
N -0.54 -0.66 1.43 -0.2947
C -0.30 0.66 2.13 -0.1270
H -2.53 0.22 1.19 0.3349
H 0.34 1.38 1.62 0.2006
H -0.18 0.60 3.21 0.2485
H -0.87 1.58 -0.54 -0.1746
H -1.44 1.78 -0.09 0.1974
C 0.88 0.72 -1.38 -1.1825
C 1.10 -0.43 -0.75 0.2452
C 0.53 -1.74 -1.19 -1.1175
H 1.35 1.66 -1.07 0.4089
H 0.24 0.77 -2.26 0.3837
H 1.76 -0.44 0.12 0.3183
H -0.38 -1.60 -1.78 0.2857
H 0.29 -2.37 -0.33 0.3299
H 1.26 -2.28 -1.81 0.3278
```

- structure (SMILES) = C1=NC1.[H][H].C=CC
- lowest unoccupied orbital energy (Eh) = 0.0447
- HOMO level (eV) = -9.38
- energy relative to the best compared isomer or geometry (same formula, charge and spin) (eV) = 4.204
- frontier orbital gap (Eh) = 0.3894
- M (g mol⁻¹) = 85.15


Record 10
Entry from OMol25: C5H11N in the gas phase (ωB97M-V/def2-TZVPD).

```
17
Properties=species:S:1:pos:R:3:mulliken_charge:R:1
C 1.15 -1.74 0.44 -1.0468
C 0.64 -0.60 1.32 -0.3866
N 0.09 0.57 0.62 -0.3044
C -1.35 0.69 0.55 -0.5424
C -0.55 0.45 -0.67 0.3912
C -0.26 1.54 -1.68 -1.4063
H 1.47 -2.57 1.08 0.3675
H 0.38 -2.13 -0.23 0.2961
H 2.00 -1.43 -0.17 0.2755
H -0.11 -1.00 2.01 0.2988
H 1.47 -0.24 1.93 0.2602
H -1.95 -0.14 0.93 0.2989
H -1.77 1.68 0.76 0.2420
H -0.65 -0.55 -1.10 0.3171
H -0.98 1.52 -2.50 0.3460
H 0.74 1.43 -2.09 0.2667
H -0.32 2.52 -1.20 0.3264
```

- structure (SMILES) = CCN1C[C@H]1C
- lowest unoccupied orbital energy (Eh) = 0.0442
- HOMO level (eV) = -8.84
- energy relative to the best compared isomer or geometry (same formula, charge and spin) (eV) = 1.310
- frontier orbital gap (Eh) = 0.3690
- M (g mol⁻¹) = 85.15


Record 11
Entry from OMol25: C5H11N in the gas phase (ωB97M-V/def2-TZVPD).

```
17
Properties=species:S:1:pos:R:3:mulliken_charge:R:1
C -1.20 2.08 -0.57 -1.0901
C -0.72 0.71 -1.04 -0.6435
C 0.22 0.08 -0.04 0.1734
C -0.28 -0.61 1.17 -0.5214
N 0.27 -1.37 0.06 -0.3382
C 1.58 -1.96 0.31 -0.8349
H -1.75 1.99 0.38 0.2984
H -0.36 2.76 -0.40 0.3146
H -1.87 2.54 -1.30 0.3451
H -1.57 0.03 -1.19 0.2842
H -0.22 0.80 -2.01 0.2645
H 1.18 0.60 0.09 0.3014
H -1.35 -0.73 1.33 0.2499
H 0.31 -0.54 2.09 0.2977
H 2.00 -2.34 -0.63 0.2772
H 1.47 -2.80 1.00 0.2983
H 2.30 -1.25 0.75 0.3235
```

- structure (SMILES) = CC[C@H]1CN1C
- lowest unoccupied orbital energy (Eh) = 0.0447
- HOMO level (eV) = -9.07
- energy relative to the best compared isomer or geometry (same formula, charge and spin) (eV) = 1.181
- frontier orbital gap (Eh) = 0.3780
- M (g mol⁻¹) = 85.15


Record 12
Entry from OMol25: C5H11N in the gas phase (ωB97M-V/def2-TZVPD).

```
17
Properties=species:S:1:pos:R:3:mulliken_charge:R:1
C 0.79 0.63 1.15 -1.2022
C 0.61 0.29 -0.33 0.6288
C 0.49 1.52 -1.23 -1.5347
N -0.54 -0.58 -0.60 -0.2985
C -0.58 -1.94 -0.14 -0.3063
C -1.51 -0.92 0.41 -0.5622
H -0.10 0.47 1.78 0.3113
H 1.59 0.06 1.62 0.2899
H 1.02 1.68 1.24 0.3893
H 1.48 -0.27 -0.67 0.2461
H -0.20 2.26 -0.80 0.3410
H 0.15 1.29 -2.25 0.3680
H 1.47 1.98 -1.30 0.3888
H 0.20 -2.36 0.50 0.2508
H -0.95 -2.61 -0.90 0.2366
H -2.52 -0.86 0.05 0.2589
H -1.41 -0.64 1.46 0.1944
```

- structure (SMILES) = CC(C)N1CC1
- lowest unoccupied orbital energy (Eh) = 0.0448
- HOMO level (eV) = -8.83
- energy relative to the best compared isomer or geometry (same formula, charge and spin) (eV) = 1.635
- frontier orbital gap (Eh) = 0.3693
- M (g mol⁻¹) = 85.15